Entry 1:
Entry from the Open Molecules 2025 dataset: a cluster of 3 separate species, C5H16N2O in total (ωB97M-V with the def2-TZVPD basis set).

Its highest occupied orbital energy is -0.31237 hartree. The calculation puts the frontier orbital gap at 6.630 eV. The relative energy (zero: lowest compared OMol25 entry of this formula, charge and spin) is 185.91 kcal per mole. As for the lowest unoccupied orbital energy: -1.9 eV. As for the calculated total energy: -10464.460 eV.

Geometry (Å):
N: -1.718 -0.315 1.435
C: -0.492 -1.056 1.687
C: 0.143 -1.837 0.533
N: 0.260 -1.174 -0.779
C: 1.398 -0.247 -0.780
C: 1.199 1.211 -1.314
C: 1.282 2.234 -0.180
H: -1.853 0.345 2.194
H: -1.827 0.085 0.354
H: -0.268 0.018 1.390
H: -0.368 -1.463 2.681
H: 1.090 -2.117 1.001
H: -0.432 -2.739 0.324
H: -0.565 -0.685 -1.143
H: 2.305 -0.791 -1.129
H: 1.589 0.060 0.296
H: 0.267 1.469 -1.833
H: 1.995 1.413 -2.059
H: 1.233 3.295 -0.440
H: 2.186 2.009 0.393
H: 0.437 1.889 0.442
H: 1.062 0.272 1.992
H: -2.748 0.921 -1.064
O: -1.865 0.570 -0.916

Entry 2:
Entry from the Open Molecules 2025 dataset: a cluster of 3 separate species, C30H61BCl2IN4O5P in total (ωB97M-V with the def2-TZVPD basis set).

Its highest occupied orbital energy is -0.28469 hartree. The calculation puts the frontier orbital gap at 7.557 eV. As for the lowest unoccupied orbital energy: -0.2 eV. As for the calculated total energy: -91404.491 eV.

Geometry (Å):
C: 0.101 1.538 2.557
B: 0.097 -0.015 2.150
O: -0.974 -0.826 2.719
C: 1.101 -0.770 1.092
N: 1.227 -2.245 1.143
C: 1.704 -2.832 2.191
C: 1.147 -2.925 3.680
C: 3.011 -3.763 1.985
C: 2.607 -0.135 1.018
C: 3.402 0.117 2.355
C: 3.330 1.526 3.047
O: 3.023 2.619 2.564
N: 3.720 1.543 4.487
C: 3.359 2.849 5.103
C: 5.214 1.387 4.567
C: 3.674 -1.017 0.157
C: 4.638 -0.166 -0.772
C: 5.518 0.938 -0.035
Cl: 5.892 -1.408 -1.395
C: 2.249 0.973 -0.045
O: 2.435 2.153 -0.253
O: 1.573 0.161 -1.027
C: 0.440 -0.590 -0.401
C: -0.684 0.494 -0.675
C: -2.192 0.265 -0.325
C: -3.048 1.192 -1.350
I: -3.084 -1.672 -0.351
P: 0.583 -2.132 -1.571
O: -0.342 -3.438 -1.066
Cl: -0.287 -1.561 -3.449
H: -0.985 1.836 2.786
H: 0.663 1.767 3.530
H: 0.432 2.218 1.708
H: -0.803 -0.999 3.662
H: 1.582 -3.806 4.254
H: 1.325 -1.933 4.217
H: 0.022 -3.126 3.612
H: 3.903 -3.340 2.566
H: 3.278 -3.797 0.888
H: 2.805 -4.831 2.313
H: 3.025 -0.637 3.137
H: 4.519 -0.120 2.274
H: 4.086 3.655 4.743
H: 3.493 2.742 6.232
H: 2.277 3.145 4.940
H: 5.729 2.281 4.085
H: 5.559 1.252 5.649
H: 5.583 0.462 4.016
H: 4.347 -1.651 0.815
H: 3.145 -1.766 -0.528
H: 4.158 0.205 -1.740
H: 6.331 0.438 0.596
H: 4.922 1.605 0.663
H: 6.011 1.602 -0.804
H: -0.392 1.523 -0.255
H: -0.640 0.676 -1.810
H: -2.400 0.742 0.697
H: -4.121 1.323 -1.021
H: -2.503 2.190 -1.451
H: -2.972 0.669 -2.367
H: -0.665 -3.388 -0.146
C: -9.291 -1.068 4.192
C: -8.959 -0.893 2.715
N: -7.577 -0.505 2.463
C: -7.339 -0.079 1.087
C: -7.513 -1.117 -0.020
C: -6.551 -1.376 3.027
C: -6.558 -2.849 2.611
H: -9.054 -0.164 4.758
H: -10.359 -1.269 4.308
H: -8.751 -1.909 4.635
H: -9.616 -0.104 2.332
H: -9.230 -1.812 2.179
H: -6.334 0.350 1.011
H: -8.015 0.758 0.874
H: -6.677 -1.818 -0.053
H: -7.547 -0.615 -0.992
H: -8.443 -1.683 0.080
H: -6.631 -1.333 4.120
H: -5.565 -0.947 2.818
H: -7.561 -3.279 2.610
H: -5.957 -3.429 3.316
H: -6.113 -2.987 1.626
C: 1.506 2.116 -8.300
C: 1.751 2.379 -6.819
N: 1.971 1.172 -6.033
C: 1.932 1.406 -4.592
C: 3.015 2.298 -3.987
C: 3.042 0.293 -6.490
C: 4.452 0.882 -6.588
H: 0.671 1.426 -8.444
H: 1.262 3.053 -8.806
H: 2.390 1.700 -8.792
H: 0.859 2.886 -6.435
H: 2.581 3.090 -6.717
H: 1.938 0.444 -4.069
H: 0.957 1.847 -4.350
H: 3.974 1.782 -3.915
H: 2.729 2.584 -2.969
H: 3.157 3.224 -4.551
H: 2.768 -0.094 -7.478
H: 3.067 -0.598 -5.855
H: 4.462 1.874 -7.041
H: 5.074 0.234 -7.212
H: 4.931 0.934 -5.611

Entry 3:
Entry from the Open Molecules 2025 dataset: a structure of composition C6H13NO2 (ωB97M-V with the def2-TZVPD basis set).

Its highest occupied orbital energy is -0.30197 hartree. The calculation puts the frontier orbital gap at 8.512 eV. The relative energy (zero: lowest compared OMol25 entry of this formula, charge and spin) is 131.86 kcal per mole. As for the lowest unoccupied orbital energy: 0.3 eV. As for the calculated total energy: -12013.007 eV.

Geometry (Å):
C: -0.303 0.873 1.062
C: 0.113 0.869 -1.953
C: -0.672 2.213 1.654
C: -1.372 -0.188 1.209
C: 1.462 1.044 -1.887
O: 2.372 1.692 -1.545
H: 0.646 0.520 1.473
H: -0.401 1.344 -2.779
H: -0.261 -0.154 -1.860
H: -0.099 0.973 -0.292
H: 0.168 2.907 1.628
H: -1.529 2.644 1.133
H: -2.284 0.130 0.707
H: -1.602 -0.386 2.256
H: -1.045 -1.129 0.754
H: -0.957 2.115 2.711
C: 1.741 -2.394 -0.335
O: -0.268 -2.505 -1.307
N: 0.833 -3.166 -0.745
H: -0.835 -3.224 -1.612
H: 2.612 -2.866 0.090
H: 1.680 -1.313 -0.364

Entry 4:
Entry from the Open Molecules 2025 dataset: a structure of composition C17H22DyI2N2O3S2Tl (ωB97M-V with the def2-TZVPD basis set).

Its highest occupied orbital energy (spin up / spin down) is -0.78160 / -0.77850 hartree. The calculation puts the frontier orbital gap (spin up / spin down) at 5.861 / 4.279 eV. As for the lowest unoccupied orbital energy (spin up / spin down): -15.4 / -16.9 eV. Its spin multiplicity is 6. The total charge is +4. As for the calculated total energy: -93705.542 eV.

Geometry (Å):
I: 0.173 -2.755 1.589
I: 0.150 0.902 -4.930
Dy: 0.369 0.847 -2.197
Tl: 0.289 -0.197 0.580
S: 1.736 -1.274 -1.754
S: -1.450 -0.800 -1.471
C: 1.971 0.608 1.417
C: 3.499 -1.056 -1.686
C: -3.074 -0.148 -1.168
C: 3.801 -0.894 -3.182
C: 4.119 0.022 -0.815
C: 3.780 -2.477 -1.145
C: -3.640 -0.342 -2.586
C: -3.245 1.276 -0.672
C: -3.540 -1.215 -0.164
C: 2.236 2.400 -2.089
C: -0.755 2.979 -1.821
O: 2.781 0.759 2.243
O: 3.160 3.064 -2.240
O: -1.387 3.934 -1.913
H: 3.467 0.076 -3.557
H: 3.290 -1.677 -3.749
H: 4.874 -0.990 -3.272
H: 3.497 0.905 -0.632
H: 5.006 0.370 -1.355
H: 4.436 -0.405 0.139
H: 3.364 -2.585 -0.141
H: 4.849 -2.582 -1.144
H: 3.308 -3.209 -1.803
H: -4.690 -0.100 -2.520
H: -3.491 -1.376 -2.902
H: -3.133 0.316 -3.294
H: -4.080 1.252 0.039
H: -3.506 1.937 -1.497
H: -2.374 1.705 -0.165
H: -4.597 -1.046 -0.036
H: -3.009 -1.127 0.785
H: -3.353 -2.210 -0.575
N: 0.762 -0.696 6.823
C: 0.148 -0.333 5.913
C: -0.623 0.108 4.809
C: -1.892 0.679 4.936
C: -2.611 1.072 3.807
C: -2.081 0.910 2.552
N: -0.835 0.407 2.483
C: -0.078 -0.009 3.550
H: -2.310 0.793 5.928
H: -3.607 1.499 3.865
H: -2.589 1.171 1.651
H: 0.883 -0.488 3.370

Entry 5:
Entry from the Open Molecules 2025 dataset: the molecule C19H21ClN2O2S (ωB97M-V with the def2-TZVPD basis set).

Its highest occupied orbital energy is -0.29379 hartree. The calculation puts the frontier orbital gap at 8.404 eV. The relative energy (zero: lowest compared OMol25 entry of this formula, charge and spin) is 23.12 kcal per mole. As for the lowest unoccupied orbital energy: 0.4 eV. As for the calculated total energy: -50476.531 eV.

Geometry (Å):
C: -6.865 -1.028 -1.377
O: -6.064 0.093 -1.080
C: -4.846 -0.037 -0.486
C: -4.127 1.150 -0.408
C: -2.867 1.228 0.166
C: -2.300 0.071 0.678
C: -3.009 -1.123 0.617
C: -4.273 -1.206 0.052
O: -4.992 -2.376 -0.003
C: -4.417 -3.549 0.512
H: -5.159 -4.330 0.347
H: -3.494 -3.814 -0.014
H: -4.216 -3.465 1.585
H: -2.549 -2.007 1.030
C: -0.924 0.056 1.308
N: -0.229 1.312 1.131
C: 0.963 1.431 0.502
S: 1.482 2.867 -0.133
N: 1.746 0.305 0.505
C: 2.904 0.080 -0.241
C: 2.998 0.523 -1.556
C: 4.130 0.253 -2.298
C: 5.166 -0.480 -1.748
C: 5.056 -0.932 -0.443
C: 3.943 -0.662 0.343
C: 3.839 -1.125 1.767
H: 4.792 -1.519 2.105
H: 3.560 -0.298 2.419
H: 3.095 -1.919 1.866
Cl: 6.374 -1.863 0.195
H: 6.051 -0.704 -2.321
H: 4.203 0.606 -3.315
H: 2.185 1.081 -1.988
H: 1.613 -0.330 1.280
C: -1.077 2.466 1.334
C: -2.126 2.532 0.229
H: -2.818 3.355 0.409
H: -1.622 2.720 -0.723
H: -0.453 3.360 1.334
H: -1.562 2.356 2.309
H: -0.351 -0.755 0.851
H: -1.023 -0.156 2.384
H: -4.589 2.033 -0.818
H: -7.723 -0.626 -1.915
H: -7.208 -1.534 -0.472
H: -6.340 -1.743 -2.013

Entry 6:
Entry from the Open Molecules 2025 dataset: the molecule C15H11F3N2O (ωB97M-V with the def2-TZVPD basis set).

Its highest occupied orbital energy is -0.31016 hartree. The calculation puts the frontier orbital gap at 8.523 eV. As for the lowest unoccupied orbital energy: 0.1 eV. As for the calculated total energy: -28912.546 eV.

Geometry (Å):
F: 2.351 1.527 -1.232
F: 2.090 2.699 0.471
F: 1.290 3.452 -1.417
N: -0.984 0.158 -3.717
O: -0.948 2.759 -0.194
C: -1.937 -0.188 -2.890
C: -0.127 0.929 -2.954
C: -0.675 1.148 -1.715
C: 1.284 -3.278 0.761
C: -1.136 0.182 2.945
C: 1.549 -2.456 -0.288
C: -0.836 1.042 1.882
C: 0.641 -2.824 1.887
C: -0.574 -1.115 3.085
C: 1.109 -1.147 -0.313
C: -0.167 0.651 0.753
C: 0.115 -1.532 1.930
C: 0.417 -0.625 0.793
N: -1.793 0.457 -1.635
C: 1.382 2.304 -0.691
C: -0.036 1.688 -0.436
H: -0.629 3.474 -0.738
H: -2.638 -0.974 -3.206
H: 0.847 1.380 -3.195
H: 1.576 -4.299 0.753
H: -1.691 0.642 3.808
H: 2.136 -2.694 -1.152
H: -1.425 1.973 2.010
H: 0.605 -3.518 2.724
H: -0.592 -1.787 3.987
H: 1.310 -0.525 -1.149
H: -2.515 0.495 -0.864

> Which of these has the lowest calculated total energy?

C17H22DyI2N2O3S2Tl

> Among the records above, which one has the highest calculated total energy?

C5H16N2O

> The highest calculated total energy belongs to which entry?

C5H16N2O

> Among the records above, which one has the lowest calculated total energy?

C17H22DyI2N2O3S2Tl